[1]
DFT (ωB97M-V/def2-TZVPD) results for 2 unconnected molecules or ions with the total composition C2H2N2O3.

Cartesian coordinates (Å):
O -0.10 0.97 0.34
O -0.76 -2.80 -2.01
O -1.15 2.59 1.33
N 0.85 -1.85 -0.82
N 0.32 -2.23 -1.94
C -0.15 1.98 1.15
C 1.22 -1.43 0.23
H 0.74 2.12 1.73
H -0.99 0.64 -0.01

Its charge is 0. As for the spin multiplicity: 1. The frontier orbital gap is 0.3283 Ha. As for the HOMO energy: -10.89 eV. The LUMO energy comes out at -2.0 eV.

***

[2]
DFT (ωB97M-V/def2-TZVPD) results for C2H2N2O3 in the gas phase.

Cartesian coordinates (Å):
O -0.66 1.07 0.28
O 0.17 1.59 2.33
O -0.21 -0.63 1.34
N -0.27 -1.08 0.05
N 0.19 0.34 -1.99
C -0.18 0.74 1.51
C -0.24 0.06 -0.75
H 0.60 -0.44 -2.57
H 0.61 -1.64 -0.20

Its charge is 0. As for the spin multiplicity: 1. The frontier orbital gap is 0.3932 Ha. As for the HOMO energy: -10.52 eV. The SMILES is [H]/N=c1\[nH]oc(=O)o1. The LUMO energy comes out at 0.2 eV.

***

[3]
DFT (ωB97M-V/def2-TZVPD) results for C2H2N2O3 in the gas phase.

Cartesian coordinates (Å):
O -2.19 -0.81 0.94
O -0.84 1.07 0.44
O 1.82 1.31 -1.98
N 0.26 1.44 -0.20
N -1.07 -0.52 0.68
C 0.95 1.36 -1.18
C 0.02 -1.11 0.59
H 0.91 -0.56 0.29
H 0.13 -2.18 0.41

Its charge is 0. As for the spin multiplicity: 1. The frontier orbital gap is 0.3732 Ha. As for the HOMO energy: -10.26 eV. The SMILES is C=[N+]([O-])ON=C=O. The LUMO energy comes out at -0.1 eV.

***

[4]
DFT (ωB97M-V/def2-TZVPD) results for a molecular structure, C2H2N2O3.

Cartesian coordinates (Å):
O 2.24 -0.51 0.12
O 1.10 1.46 0.09
O -2.30 0.07 0.83
N -0.11 -0.46 -0.16
N -0.37 -1.63 0.09
C 1.24 0.14 0.05
C -1.73 -0.37 -0.11
H 1.97 1.87 0.22
H -2.04 -0.57 -1.13

Its charge is 0. As for the spin multiplicity: 1. The frontier orbital gap is 0.3120 Ha. As for the HOMO energy: -9.10 eV. The LUMO energy comes out at -0.6 eV.

***

[5]
DFT (ωB97M-V/def2-TZVPD) results for C2H2N2O3S in the gas phase.

Cartesian coordinates (Å):
S 1.04 -0.26 0.13
O 1.49 -0.46 -1.21
O 1.92 -0.46 1.20
O -2.44 -0.78 -0.77
N -0.27 -1.25 0.25
N -1.22 0.95 0.32
C -1.51 -0.34 -0.18
C -0.03 1.25 0.41
H 0.26 2.33 0.61
H -0.21 -1.98 -0.34

Its charge is 0. As for the spin multiplicity: 1. The frontier orbital gap is 0.3605 Ha. As for the HOMO energy: -11.04 eV. The SMILES is O=C1N=CS(=O)(=O)N1. The LUMO energy comes out at -1.2 eV.

***

[6]
DFT (ωB97M-V/def2-TZVPD) results for C2H2N2O4 in the gas phase.

Cartesian coordinates (Å):
O -1.10 -1.66 -0.43
O -0.04 0.26 -1.18
O -0.15 2.40 -0.97
O 0.74 -1.12 1.92
N 0.05 -1.00 -0.43
N 0.31 0.93 0.87
C 0.31 -0.33 0.78
C 0.11 1.29 -0.50
H 0.52 -2.16 1.98
H -1.24 -2.03 -1.51

Its charge is 0. As for the spin multiplicity: 1. The frontier orbital gap is 0.3717 Ha. As for the HOMO energy: -10.62 eV. The SMILES is O=c1nc(O)n(O)o1. The LUMO energy comes out at -0.5 eV.

***

[7]
DFT (ωB97M-V/def2-TZVPD) results for C2H2N2O4 in the gas phase.

Cartesian coordinates (Å):
O 0.21 0.36 -1.57
O -1.47 3.09 -0.50
O -3.05 0.98 -0.63
O -2.27 -0.22 -2.25
N -2.15 0.53 -1.31
N -0.55 2.34 -0.40
C -0.79 0.95 -0.90
C 0.34 0.10 -0.22
H 0.02 -0.94 0.15
H 1.09 0.54 0.40

Its charge is 0. As for the spin multiplicity: 1. The frontier orbital gap is 0.3363 Ha. As for the HOMO energy: -10.06 eV. The SMILES is O=N[C@]1([N+](=O)[O-])CO1. The LUMO energy comes out at -0.9 eV.

***

[8]
DFT (ωB97M-V/def2-TZVPD) results for C2H2N2O4 in the gas phase.

Cartesian coordinates (Å):
O -2.79 0.20 -0.13
O 2.73 -0.50 -0.19
O 0.48 -0.98 0.10
O -0.29 1.04 -0.13
N 1.10 1.14 0.26
N -1.80 -0.73 0.07
C 1.59 -0.17 -0.01
C -0.63 -0.23 0.13
H 1.62 1.91 -0.15
H -3.53 -0.38 -0.06

Its charge is 0. As for the spin multiplicity: 1. The frontier orbital gap is 0.3726 Ha. As for the HOMO energy: -9.57 eV. The SMILES is O=c1[nH]o/c(=N\O)o1. The LUMO energy comes out at 0.6 eV.

***

[9]
DFT (ωB97M-V/def2-TZVPD) results for C2H2N2OS in the gas phase.

Cartesian coordinates (Å):
S 1.93 -0.06 0.00
O -0.49 -1.06 -0.01
N -1.84 -0.70 0.01
N -0.55 1.13 0.00
C -1.79 0.60 0.00
C 0.20 0.07 0.00
H -2.71 1.17 0.02
H 2.07 1.29 -0.01

Its charge is 0. As for the spin multiplicity: 1. The frontier orbital gap is 0.3826 Ha. As for the HOMO energy: -9.81 eV. The SMILES is Sc1ncno1. The LUMO energy comes out at 0.6 eV.

***

[10]
DFT (ωB97M-V/def2-TZVPD) results for C2H2N2OS in the gas phase.

Cartesian coordinates (Å):
S -1.93 -0.08 -0.02
O 0.48 -1.07 0.03
N 1.89 0.57 -0.04
N 1.83 -0.68 -0.03
C 0.68 1.10 0.03
C -0.22 0.10 0.07
H -2.16 1.24 -0.03
H 0.55 2.16 0.01

Its charge is 0. As for the spin multiplicity: 1. The frontier orbital gap is 0.3635 Ha. As for the HOMO energy: -9.47 eV. The SMILES is Sc1cnno1. The LUMO energy comes out at 0.4 eV.

***

[11]
DFT (ωB97M-V/def2-TZVPD) results for 2 unconnected molecules or ions with the total composition C2H2N2OS2.

Cartesian coordinates (Å):
S 1.60 -0.42 2.77
S -1.52 -0.75 -0.92
O -0.36 1.11 -2.46
N 0.32 -0.10 0.72
N -0.71 -0.87 0.57
C -0.33 0.54 -1.41
C 0.56 0.67 -0.28
H 1.39 1.36 -0.27
H -0.96 -1.54 1.29

Its charge is 0. As for the spin multiplicity: 1. The frontier orbital gap (alpha / beta) is 0.2793 / 0.2800 Ha. As for the HOMO energy (alpha / beta): -9.40 / -9.40 eV. The LUMO energy (alpha / beta) comes out at -1.8 / -1.8 eV.

***

[12]
DFT (ωB97M-V/def2-TZVPD) results for 2 unconnected molecules or ions with the total composition C2H2N2OS2.

Cartesian coordinates (Å):
S 2.61 0.72 -0.03
S -1.45 -0.85 1.28
O 1.65 1.80 0.33
N -0.79 0.54 -0.64
N 0.22 -0.38 -0.53
C 0.03 -1.14 0.45
C -1.77 0.48 0.20
H -0.96 0.94 -1.54
H 0.46 -2.11 0.48

Its charge is 0. As for the spin multiplicity: 1. The frontier orbital gap (alpha / beta) is 0.2798 / 0.2767 Ha. As for the HOMO energy (alpha / beta): -8.91 / -8.83 eV. The LUMO energy (alpha / beta) comes out at -1.3 / -1.3 eV.

***

It is found that the energy relative to the best compared isomer or geometry (same formula, charge and spin) values, taken in the order of the records, are 495.9 314.6 617.1 324.2 232.9 346.2 602.0 211.6 100.8 187.6 294.0 347.1 kJ/mol.